{
  "formula": "C7H7N2",
  "method": "ωB97M-V with the def2-TZVPD basis set",
  "symbols": ["C", "C", "C", "C", "C", "C", "C", "N", "N", "H", "H", "H", "H", "H", "H", "H"],
  "positions_angstrom": [[-2.369, 0.082, -0.457], [-1.842, 1.196, 0.184], [-1.692, -1.169, -0.488], [-0.552, 1.174, 0.719], [-0.378, -1.176, -0.069], [0.182, 0.010, 0.511], [3.330, 0.697, -0.639], [1.016, -1.728, 0.304], [1.394, -0.545, 0.806], [-3.335, -0.031, -0.867], [-2.599, 1.909, 0.270], [-2.111, -2.159, -0.804], [-0.065, 2.026, 1.233], [4.293, 0.472, -0.260], [3.127, 1.639, -0.275], [1.601, -2.399, -0.166]],
  "mulliken_charge": [-0.363, -0.401, -0.442, -0.480, 0.114, 0.858, -0.382, 0.106, -0.427, 0.426, 0.429, 0.342, 0.415, 0.267, 0.240, 0.299],
  "lumo_energy_ev": [-7.3, -7.2],
  "energy_ha": -379.841816,
  "orbital_gap_ev": [5.928, 6.659],
  "de_lowest_kj_mol": 782.9,
  "charge": 1
}